CH3Br2P | ωB97M-V with the def2-TZVPD basis set

Output
SMILES ... [H]/P=C\Br.Br
Energy relative to the best compared isomer or geometry (same formula, charge and spin) ... 3.168 eV
Maximum force ... 3.4 eV Å⁻¹
Orbital gap ... 8.91 eV
LUMO level ... -0.32 eV

Geometry as XYZ:
```
7
Properties=species:S:1:pos:R:3:forces:R:3
H -1.96104 1.73829 0.68477 -1.11 1.07 0.71
P -1.28070 0.88461 -0.11525 0.72 -1.71 -0.33
C -2.37683 -0.38629 -0.19900 2.46 -0.66 -2.30
Br -4.18927 -0.41641 0.02492 -0.88 -0.20 0.51
H -1.94095 -1.26578 -0.83910 -1.16 1.48 1.42
Br 3.09292 -0.43458 -0.00372 -1.01 0.52 0.15
H 4.30356 -1.06815 -0.19431 0.99 -0.51 -0.15
```
Positions in Å, forces in eV/Å.

Partial atomic charges computed with the Löwdin method, in multiples of e:
1. H -0.183
2. P 0.741
3. C -1.165
4. Br 0.617
5. H 0.013
6. Br 0.309
7. H -0.331